[1]
{"formula": "C15H17GdIN5O5S3", "method": "the ωB97M-V functional and the def2-TZVPD basis", "s2": 16.09, "spin_multiplicity": 8, "de_lowest_kj_mol": 352.6, "homo_lumo_gap_ha": [0.1828, 0.1682], "species": ["Gd", "C", "C", "N", "N", "C", "N", "S", "C", "C", "C", "C", "C", "N", "H", "H", "H", "H", "H", "H", "H", "H", "H", "H", "I", "C", "C", "C", "C", "N", "C", "H", "H", "H", "H", "O", "S", "O", "O", "S", "C", "O", "C", "O", "H", "H", "H"], "coordinates": [[-1.0118, -0.9819, 0.7073], [3.2979, 0.7605, -0.6809], [1.8772, 0.3174, -0.5044], [1.3571, 0.0666, 0.6357], [2.1394, 0.2423, 1.7374], [1.7100, -0.2097, 2.9572], [2.7034, -0.4449, 3.8377], [0.1106, -0.3307, 3.4053], [1.0563, 0.0069, -1.6937], [1.6627, -0.4455, -2.8606], [0.8700, -0.7853, -3.9421], [-0.5018, -0.6335, -3.8400], [-1.0230, -0.1904, -2.6377], [-0.2745, 0.1125, -1.5795], [3.5565, 1.5288, 0.0497], [3.4467, 1.1777, -1.6728], [3.9767, -0.0900, -0.5538], [3.1346, 0.1597, 1.5776], [3.6016, -0.7532, 3.4979], [2.4062, -0.8476, 4.7107], [2.7340, -0.5802, -2.9044], [1.3180, -1.1684, -4.8490], [-1.1563, -0.8795, -4.6638], [-2.0948, -0.0869, -2.5073], [-2.7810, 4.3468, -2.0383], [-1.7357, 3.6221, -0.3743], [-1.0071, 4.4813, 0.4291], [-0.3378, 3.9352, 1.5119], [-0.3995, 2.5661, 1.7190], [-1.0849, 1.7382, 0.9312], [-1.7658, 2.2692, -0.0857], [-0.9686, 5.5421, 0.2224], [0.2246, 4.5642, 2.1880], [0.1192, 2.1118, 2.5522], [-2.3642, 1.5856, -0.6738], [-0.2381, -2.4659, -0.6005], [0.2037, -3.3195, 0.5670], [-0.6427, -2.8020, 1.7069], [0.0277, -4.7221, 0.3423], [2.0572, -2.7739, 0.9609], [-3.6078, -3.1010, 0.3481], [-3.3280, -2.0536, -0.6070], [-3.1733, -0.7663, -0.1502], [-3.0314, -0.6062, 1.1145], [-4.3180, -3.7679, -0.1343], [-4.0435, -2.6791, 1.2507], [-2.7018, -3.6501, 0.5932]], "forces_ev_per_angstrom": [[2.4931, 6.5445, 0.6575], [-0.2102, -0.1881, 0.0105], [0.9856, 0.2714, -5.5187], [-2.5406, -1.4915, 3.9774], [-0.1027, -0.3984, 1.1660], [0.1898, 0.8108, -1.0885], [0.4768, -0.1656, 0.5205], [-0.2905, -0.1863, 0.0049], [1.8029, 0.8640, 1.9214], [0.0290, -0.2231, -1.2916], [0.8958, 0.1613, 0.3706], [-0.6603, 0.1041, -0.0074], [-0.1175, -0.0420, -0.3285], [-0.9411, -0.5607, 0.4905], [0.0795, 0.0704, -0.0098], [0.0678, -0.0249, 0.0098], [0.3219, 0.0438, -0.0018], [0.1375, 0.1132, 0.0294], [-0.0357, 0.0418, 0.0620], [0.0576, 0.0358, 0.0251], [0.0124, -0.0024, -0.0091], [0.0306, -0.0311, -0.0088], [-0.0496, 0.0282, 0.0334], [0.0079, -0.0522, 0.0720], [0.0851, -0.0962, 0.1651], [-0.1062, 0.1886, -0.1971], [0.0133, -0.0622, 0.0376], [-0.0342, 0.0010, -0.0391], [0.0687, 0.0509, -0.0259], [-0.2295, 0.2459, 0.0375], [-0.0911, -0.0298, 0.0100], [-0.0073, 0.0046, -0.0018], [0.0250, -0.0280, 0.0041], [0.0060, -0.0163, -0.0157], [0.0360, -0.0243, -0.0540], [1.5037, -2.3697, -0.2232], [-2.0382, -1.8664, -0.7327], [1.1018, -2.3074, 0.1728], [0.7585, 0.3480, 0.2295], [0.9836, 0.0712, -0.2531], [-0.4459, -0.2750, 0.0226], [-0.0845, 0.7389, 1.0452], [-1.5207, 0.4921, -0.7946], [-2.7382, -0.6735, -0.4677], [0.0513, -0.0285, 0.0056], [0.0353, -0.0691, 0.0206], [-0.0128, -0.0177, -0.0324]]}

[2]
{"formula": "C28H56CuO36S8", "method": "the ωB97M-V functional and the def2-TZVPD basis", "s2": 0.76, "charge": -2, "spin_multiplicity": 2, "de_lowest_kj_mol": 128.6, "homo_lumo_gap_ha": [0.1622, 0.1290], "species": ["Cu", "S", "O", "O", "O", "O", "S", "O", "O", "O", "O", "C", "C", "C", "O", "C", "H", "H", "H", "H", "H", "H", "H", "H", "C", "C", "C", "O", "C", "H", "H", "H", "H", "H", "H", "H", "H", "C", "C", "C", "O", "C", "H", "H", "H", "H", "H", "H", "H", "H", "C", "C", "C", "O", "C", "H", "H", "H", "H", "H", "H", "H", "H", "C", "C", "O", "S", "O", "O", "O", "H", "H", "H", "H", "C", "C", "O", "S", "O", "O", "O", "H", "H", "H", "H", "C", "C", "O", "S", "O", "O", "O", "H", "H", "H", "H", "C", "C", "O", "S", "O", "O", "O", "H", "H", "H", "H", "C", "C", "O", "S", "O", "O", "O", "H", "H", "H", "H", "C", "C", "O", "S", "O", "O", "O", "H", "H", "H", "H"], "coordinates": [[1.9383, -3.5850, -2.2579], [-0.4176, -0.8352, -0.4177], [-0.2107, -0.4724, 0.9784], [0.8210, -0.7235, -1.2218], [-0.5734, -2.3119, -0.4854], [-1.5294, -0.1238, -1.1282], [5.8033, -4.0693, -3.9902], [6.2176, -3.3470, -5.1860], [7.0381, -4.8323, -3.7549], [5.3132, -3.2601, -2.9004], [4.6431, -4.9210, -4.1536], [-3.6609, 2.4884, 7.3671], [-2.6951, 2.9014, 8.4910], [-1.9440, 4.0733, 7.9032], [-1.8230, 3.7793, 6.4941], [-2.9499, 3.0071, 6.0959], [-4.6017, 3.0320, 7.4540], [-3.7715, 1.4058, 7.4290], [-1.8774, 2.2442, 8.7871], [-3.1789, 3.2562, 9.4011], [-1.0053, 4.1356, 8.4537], [-2.4370, 5.0356, 8.0409], [-2.4588, 2.2008, 5.5512], [-3.6475, 3.5102, 5.4264], [3.3784, 1.0771, 6.6979], [4.2730, 0.8630, 7.8981], [4.5245, -0.6217, 7.8779], [3.4039, -1.1316, 7.0661], [2.4665, -0.1176, 6.7488], [3.9023, 1.1272, 5.7433], [2.7819, 1.9763, 6.8522], [3.7772, 1.1783, 8.8161], [5.1417, 1.5213, 7.8917], [4.5782, -1.0794, 8.8657], [5.3847, -0.7587, 7.2227], [1.7105, -0.1693, 7.5323], [2.0081, -0.4191, 5.8070], [0.7786, -1.5963, -7.8058], [-0.3149, -2.5289, -8.0586], [-0.1452, -3.4792, -6.9264], [0.4449, -2.7534, -5.8012], [0.9718, -1.5628, -6.2908], [0.5845, -0.6343, -8.2800], [1.6996, -1.9516, -8.2681], [-0.4071, -2.9873, -9.0432], [-1.2672, -2.0528, -7.8249], [0.5868, -4.2582, -7.1394], [-1.1021, -3.8986, -6.6158], [2.0533, -1.5735, -6.1553], [0.6077, -0.6702, -5.7821], [4.1065, -6.9503, 2.6084], [3.5433, -6.0670, 3.6645], [2.6289, -5.1127, 2.7977], [2.9321, -5.4294, 1.4421], [4.0794, -6.1905, 1.2842], [3.5316, -7.8763, 2.6122], [5.1022, -7.1741, 2.9913], [4.2737, -5.4125, 4.1401], [2.9727, -6.5095, 4.4811], [2.9716, -4.0846, 2.9146], [1.5519, -5.1702, 2.9553], [5.0513, -5.7127, 1.1605], [4.0750, -6.8484, 0.4151], [-5.7371, -0.2430, 1.9443], [-5.4156, -1.3122, 3.0536], [-6.2976, -1.1233, 4.1857], [-7.6645, -0.3154, 3.7974], [-7.8242, 0.7588, 4.7699], [-8.7473, -1.2685, 3.5640], [-7.0350, 0.2170, 2.3299], [-5.6656, -0.4646, 0.8794], [-5.1059, 0.6264, 2.1279], [-4.3922, -1.2242, 3.4182], [-5.5759, -2.3124, 2.6511], [-5.5462, -4.5597, -2.0091], [-6.5007, -3.6620, -2.7416], [-7.7279, -3.6007, -2.0941], [-8.0914, -4.9828, -1.2669], [-8.8922, -5.9187, -2.0395], [-8.4899, -4.7052, 0.0933], [-6.4454, -5.4412, -1.4440], [-4.9619, -4.0841, -1.2215], [-4.7924, -5.0324, -2.6388], [-6.6954, -3.9156, -3.7837], [-6.0060, -2.6923, -2.7981], [-4.2104, 1.7759, -5.7325], [-5.3238, 2.3532, -4.9725], [-6.4533, 1.7531, -5.4454], [-6.3358, 1.4609, -7.0569], [-6.8254, 2.4755, -7.9542], [-6.7869, 0.0566, -7.3060], [-4.6770, 1.4761, -7.0086], [-3.8353, 0.8015, -5.4193], [-3.3423, 2.4351, -5.7252], [-5.4249, 3.4384, -4.9597], [-5.2587, 2.0759, -3.9204], [-1.3875, 5.1691, -0.0109], [0.0832, 4.8196, 0.2069], [0.7804, 6.0065, -0.0417], [-0.0521, 7.2073, -0.6787], [0.5571, 7.7426, -1.9061], [-0.4279, 8.2178, 0.3222], [-1.3234, 6.1379, -0.9808], [-1.8152, 5.4740, 0.9441], [-2.0418, 4.4139, -0.4464], [0.4427, 4.0404, -0.4652], [0.1864, 4.5103, 1.2470], [5.8465, 1.3671, 0.9611], [6.9753, 0.4576, 1.4737], [8.1217, 1.2995, 1.5460], [7.7393, 2.9082, 1.5997], [8.1350, 3.5154, 0.3654], [8.1578, 3.5729, 2.8590], [6.1259, 2.5857, 1.5656], [4.9054, 1.0117, 1.3809], [6.0129, 1.3808, -0.1161], [7.1336, -0.3976, 0.8166], [6.7313, 0.0790, 2.4663], [2.6059, 4.4048, -5.5009], [3.8186, 3.7737, -4.8492], [4.8348, 3.6895, -5.8832], [4.3143, 4.2952, -7.3236], [4.7015, 3.4667, -8.4745], [4.5599, 5.7696, -7.3801], [2.7919, 4.0443, -6.8306], [2.5041, 5.4876, -5.4279], [1.6519, 4.0407, -5.1194], [3.6932, 2.7499, -4.4966], [4.0866, 4.3629, -3.9722]], "forces_ev_per_angstrom": [[-0.3471, 1.1387, 0.4988], [0.6224, -1.9643, -2.0477], [-0.4137, 1.2758, 0.8324], [1.8928, 1.7986, -0.8699], [-1.7305, -1.9662, 0.3291], [0.2294, 0.0261, 1.0786], [-4.0395, -0.5599, 2.1098], [0.7143, 0.7771, -1.2693], [1.2593, -0.3664, 0.1950], [1.8760, 2.4081, 1.4094], [-0.3343, -2.2541, -2.2164], [0.9133, 0.1579, 0.4103], [0.0602, 1.1440, 0.2293], [-0.1912, 0.2193, -0.4840], [0.1847, 0.9105, 1.2209], [0.6830, -1.4246, 0.0515], [-0.1225, -0.3908, 0.2907], [-0.4682, 0.1257, -0.4956], [-0.6274, -0.8878, -0.2512], [-0.2428, -0.3328, 0.0939], [0.5125, 0.1818, -0.7840], [-0.3228, 0.1324, -0.0701], [-0.5374, -0.2577, -0.2905], [0.1612, 0.4129, 0.0637], [-1.4546, 1.2847, 0.3376], [0.1014, 0.9589, 0.6858], [-0.9301, 0.4132, -1.8718], [1.0962, -1.6083, 0.9878], [0.8567, -1.0299, -0.0013], [0.0533, -0.0488, 0.1069], [0.1880, 0.3472, -0.3621], [-0.4657, -0.1601, 0.0319], [0.3761, -0.3698, -0.2931], [0.0596, -0.2399, -0.2506], [0.3906, -0.6482, 0.5691], [-0.2816, 0.8293, 0.0877], [0.0029, 0.2674, -0.0495], [1.3373, 1.7026, -0.9714], [-1.8737, -0.3867, 0.5169], [0.6990, -1.1465, 1.3637], [-1.4395, -0.7824, -0.4982], [1.3907, 0.7005, -0.6930], [0.0861, 0.2658, 0.2719], [0.1030, -0.1482, -0.0035], [0.3048, -0.0204, 0.0752], [-0.2055, 0.3803, -0.4147], [-0.2048, -0.3768, -0.2409], [0.1819, -0.2296, 0.2125], [0.1644, 0.1125, 0.4505], [-0.4924, -0.1232, 0.0362], [1.2627, -1.6542, 0.8945], [-1.7266, 2.3928, -0.1528], [1.2688, 0.1433, 0.0396], [-0.9960, 0.5542, -1.4075], [0.6634, -1.3000, 1.4831], [0.0162, -0.0913, -0.4475], [0.3174, -0.5179, -0.6394], [0.2920, -0.2076, -0.0543], [0.0670, -0.4309, -0.2453], [-0.3710, 0.1734, 0.4098], [0.1131, -0.1533, -0.0849], [-0.1077, 1.1730, 0.1495], [-0.7992, -0.0575, -0.0512], [0.4720, 0.7884, 2.6144], [0.1475, -0.4891, -1.1160], [-0.7660, 0.8911, -0.5898], [1.1647, -0.8203, -0.6087], [0.1214, -1.6010, -2.0184], [1.7867, 2.0009, 0.2796], [-2.5321, 0.0376, 1.1363], [-0.3690, -0.6926, 0.3362], [0.3256, -0.1012, -0.2144], [-0.1821, 0.0423, -0.0416], [-0.0181, -0.0497, 0.1668], [-0.2394, 0.8081, 0.3143], [1.7014, 1.5222, -2.1073], [-2.0139, -0.4957, 1.8804], [2.3586, -0.1609, -1.3853], [1.2950, 1.5910, 1.0218], [0.9175, -0.0901, -1.8805], [-2.7400, -3.0342, 2.0939], [-0.2130, 0.4421, 0.0796], [-0.5093, -0.4047, -0.2618], [0.1908, -0.5886, 0.0020], [-0.6498, 0.4572, 0.2678], [2.4344, -0.9134, 0.3737], [0.5352, 1.0257, 2.6390], [-2.7723, -0.9761, -2.5376], [0.4086, -3.8014, -0.6698], [0.5709, -0.5306, 1.5154], [1.1392, 4.0120, 0.9616], [-2.3708, 0.7406, -2.2395], [-0.1787, 0.1370, 1.0557], [-0.0955, 0.1654, -0.5132], [0.2273, 0.1613, -0.5805], [0.1630, -0.0766, 0.0536], [0.1081, -1.2332, 0.6675], [-1.1137, -1.8183, 0.4444], [1.4295, 2.0167, -0.0982], [-0.9269, 0.9785, -0.1985], [-1.4138, -1.9233, 2.4073], [0.6040, -2.3877, -1.6772], [0.5295, 3.9326, -1.6440], [-0.2126, 0.5494, -0.0899], [0.4714, -0.4364, 0.2534], [0.0206, 0.0619, 0.0462], [0.5185, 0.0696, -0.1273], [1.1802, -1.9027, 0.1266], [-0.8861, -0.2106, 0.4458], [0.6610, 1.4479, 0.2018], [-0.1690, -0.2366, 1.3707], [-0.1495, -0.4092, 0.6821], [-1.4313, -2.1703, -2.9845], [1.3066, 2.5148, 1.0000], [-0.1753, 0.1649, -0.7958], [-0.9612, 0.4043, -0.1514], [0.3541, 0.2808, -0.1028], [0.1875, 0.0691, 0.1567], [-0.2242, 0.2247, 0.6742], [0.1373, -0.0484, 0.6917], [0.6923, 0.7899, -0.9895], [0.4139, 1.7678, 0.5335], [-1.1795, 1.6449, 3.0812], [-0.5302, -3.9394, 0.1134], [-0.5089, -0.2352, -3.3608], [0.6424, 0.1573, 0.1492], [0.1548, -0.5541, -0.2836], [-0.3667, 0.0164, -0.2661], [0.7522, 0.1455, -0.3157]]}

[3]
{"formula": "C3H6N2O", "method": "the ωB97M-V functional and the def2-TZVPD basis", "smiles": "ON=C1CNC1", "de_lowest_kj_mol": 514.7, "homo_lumo_gap_ha": 0.3583, "species": ["O", "N", "C", "C", "N", "C", "H", "H", "H", "H", "H", "H"], "coordinates": [[-2.3543, -0.3947, 0.0338], [-1.3963, -0.6886, -1.0401], [-0.3722, -0.1656, -0.4970], [0.9763, -0.7380, -0.2016], [1.2271, 0.4074, 0.7011], [-0.0040, 1.0986, 0.2552], [-2.1981, -1.2515, 0.4721], [1.6033, -0.8877, -1.0738], [0.8891, -1.6862, 0.3602], [2.0831, 0.9000, 0.4872], [0.1757, 1.8625, -0.5283], [-0.6297, 1.5436, 1.0311]], "forces_ev_per_angstrom": [[-1.5653, -0.0480, -0.4090], [0.7003, -0.4690, 1.2087], [0.3311, -0.1155, -0.4750], [0.4430, -0.1217, -0.5542], [0.4656, 0.1014, -0.0039], [-0.2413, 0.0424, 0.2260], [-0.6337, 0.6594, 0.1490], [0.5543, 0.0374, -0.0228], [-0.0349, 0.3183, -0.3796], [-0.0133, 0.0891, 0.0643], [-0.0555, -0.2570, 0.2272], [0.0497, -0.2368, -0.0308]]}

Q: Which DFT total energy values were calculated for the entries above? A: -94954.3870 -234960.3340 -8231.3647, in eV.